[1]
This record from the OMol25 dataset describes a 19-piece molecular cluster, C36H107N3O19 overall in a non-equilibrium geometry. The level of theory is ωB97M-V with the def2-TZVPD basis set.

```
! wB97M-V def2-TZVPD RIJCOSX def2/J DEFGRID3
* xyz 1 2
C -19.22 -7.12 -14.81
O -19.72 -5.86 -15.09
H -18.14 -7.21 -14.85
H -19.34 -7.43 -13.77
H -19.76 -7.82 -15.44
H -20.19 -5.87 -15.93
C -20.84 -12.70 -11.86
O -19.57 -13.11 -12.24
H -21.51 -12.75 -12.73
H -21.20 -13.34 -11.05
H -20.71 -11.65 -11.62
H -19.58 -14.05 -12.42
C -26.61 -6.03 -10.43
O -25.60 -5.02 -10.14
H -27.32 -6.21 -9.61
H -27.17 -5.65 -11.28
H -26.08 -6.95 -10.67
H -25.21 -5.33 -9.31
C -24.55 -10.00 -3.47
O -24.52 -8.88 -2.60
H -23.88 -10.77 -3.10
H -25.56 -10.40 -3.59
H -24.22 -9.73 -4.47
H -24.91 -9.05 -1.74
C -25.33 -11.77 -10.15
O -25.55 -11.03 -11.37
H -24.47 -11.22 -9.78
H -26.12 -11.60 -9.41
H -25.14 -12.84 -10.27
H -26.22 -11.48 -11.89
C -23.52 -3.12 -6.94
O -22.48 -4.10 -6.88
H -23.51 -2.52 -6.03
H -23.29 -2.45 -7.77
H -24.54 -3.48 -7.07
H -21.68 -3.78 -7.30
C -22.58 -6.10 -13.80
O -23.91 -6.19 -13.29
H -22.33 -6.71 -14.66
H -22.42 -5.06 -14.08
H -21.94 -6.34 -12.94
H -24.05 -7.12 -13.07
C -20.14 -1.76 -7.60
O -19.99 -3.12 -8.05
H -19.26 -1.14 -7.77
H -20.91 -1.24 -8.16
H -20.42 -1.87 -6.55
H -19.34 -3.21 -8.76
C -19.27 -4.54 -4.97
O -18.42 -4.23 -3.88
H -19.60 -5.58 -4.94
H -20.05 -3.80 -4.81
H -18.75 -4.48 -5.92
H -17.83 -4.97 -3.73
O -23.79 -3.85 -11.83
H -23.61 -4.63 -12.36
H -24.40 -4.15 -11.16
O -19.23 -4.02 -13.02
H -19.13 -4.73 -13.65
H -18.64 -3.33 -13.33
O -22.81 -10.25 -11.52
H -23.71 -10.58 -11.54
H -22.59 -10.08 -12.43
O -24.80 -6.51 -4.50
H -25.00 -6.48 -5.44
H -25.10 -7.38 -4.23
O -24.07 -6.09 -7.71
H -23.40 -6.61 -8.14
H -23.59 -5.45 -7.20
O -18.54 -3.08 -10.64
H -19.01 -3.39 -11.41
H -17.64 -3.40 -10.76
O -25.79 -8.06 -8.13
H -25.37 -8.26 -8.97
H -25.31 -7.30 -7.80
C -21.74 -5.64 -10.25
C -20.92 -6.88 -9.74
C -19.72 -6.36 -8.82
C -18.98 -7.41 -7.92
C -20.07 -8.11 -7.18
C -21.28 -8.66 -8.00
N -21.84 -7.62 -8.86
O -22.98 -8.09 -9.56
C -20.89 -9.98 -8.80
C -22.35 -9.01 -6.90
C -20.34 -7.68 -10.93
H -22.00 -5.01 -9.40
H -22.71 -5.88 -10.69
H -21.10 -5.08 -10.94
H -18.95 -5.94 -9.46
H -20.07 -5.61 -8.11
H -18.29 -6.90 -7.24
H -18.42 -8.08 -8.57
H -20.39 -7.32 -6.50
H -19.61 -8.96 -6.69
H -20.54 -10.77 -8.13
H -21.78 -10.45 -9.21
H -20.15 -9.94 -9.60
H -22.68 -8.16 -6.30
H -23.30 -9.34 -7.31
H -21.99 -9.79 -6.23
H -21.07 -8.30 -11.45
H -19.52 -8.33 -10.63
H -20.05 -7.03 -11.76
H -22.58 -8.69 -10.20
C -16.02 -4.56 -8.31
C -15.08 -5.32 -9.33
C -15.08 -6.84 -8.97
C -14.56 -7.82 -10.09
C -15.18 -7.43 -11.37
C -15.06 -5.91 -11.82
N -15.61 -5.07 -10.69
O -15.82 -3.73 -10.98
C -13.58 -5.60 -12.21
C -16.09 -5.86 -12.96
C -13.69 -4.79 -8.96
H -16.01 -3.47 -8.37
H -15.66 -4.78 -7.31
H -17.06 -4.84 -8.49
H -14.56 -7.08 -8.04
H -16.08 -7.20 -8.71
H -14.90 -8.82 -9.83
H -13.47 -7.77 -10.08
H -16.24 -7.68 -11.36
H -14.71 -7.98 -12.19
H -13.43 -4.55 -11.97
H -12.87 -6.18 -11.62
H -13.45 -5.73 -13.29
H -17.14 -5.91 -12.65
H -15.95 -4.83 -13.31
H -16.03 -6.63 -13.72
H -13.37 -5.28 -8.04
H -13.61 -3.71 -8.84
H -12.97 -5.06 -9.74
H -14.92 -3.40 -10.95
C -23.25 -16.35 -3.53
C -24.18 -16.06 -4.69
C -25.37 -15.19 -4.24
C -25.12 -13.77 -4.03
C -24.70 -13.19 -5.39
C -23.38 -13.92 -5.91
N -23.52 -15.42 -5.84
O -22.51 -16.11 -6.41
C -23.35 -13.39 -7.41
C -22.15 -13.30 -5.15
C -24.78 -17.33 -5.25
H -22.39 -16.95 -3.82
H -23.80 -16.74 -2.66
H -22.72 -15.49 -3.13
H -26.22 -15.27 -4.92
H -25.69 -15.30 -3.21
H -24.51 -13.54 -3.16
H -26.05 -13.26 -3.79
H -24.60 -12.10 -5.44
H -25.53 -13.33 -6.08
H -22.42 -13.73 -7.87
H -24.10 -13.94 -7.98
H -23.49 -12.36 -7.73
H -22.20 -12.21 -5.11
H -22.21 -13.61 -4.10
H -21.17 -13.61 -5.51
H -25.20 -17.86 -4.39
H -24.07 -18.03 -5.69
H -25.55 -17.16 -5.99
H -22.85 -16.38 -7.27
*
```

Calculated values
LUMO (alpha / beta), Ha: -0.1070 / -0.2580
HOMO-LUMO gap (alpha / beta), eV: 7.078 / 2.969
E, hartree: -3029.02263
<S²>: 0.754


[2]
This record from the OMol25 dataset describes C11H6Cl2N4O2S as an isolated structure in a non-equilibrium geometry. The level of theory is ωB97M-V with the def2-TZVPD basis set.

```
! wB97M-V def2-TZVPD RIJCOSX def2/J DEFGRID3
* xyz 0 1
C 2.33 -1.03 0.04
C 2.67 0.44 0.16
Cl 3.44 0.75 1.74
C 1.47 1.37 -0.21
Cl 1.51 2.97 0.59
C 0.09 0.79 -0.01
C -0.78 0.70 -1.05
O -0.43 1.11 -2.36
C 0.41 0.30 -2.93
N 1.28 -0.16 -3.51
C -2.10 0.22 -0.92
C -2.55 -0.18 0.29
O -3.89 -0.65 0.43
C -3.97 -1.90 0.11
N -4.01 -3.02 -0.13
C -1.74 -0.11 1.44
N -2.04 -0.44 2.68
S -0.71 -0.14 3.56
N 0.25 0.40 2.42
C -0.40 0.38 1.26
H 1.79 -1.40 0.90
H 3.26 -1.59 -0.02
H 1.81 -1.22 -0.89
H 3.46 0.64 -0.56
H 1.60 1.60 -1.26
H -2.74 0.16 -1.78
*
```

Calculated values
LUMO, Ha: -0.0621
HOMO-LUMO gap, eV: 8.549
E, hartree: -2110.76964


[3]
This record from the OMol25 dataset describes an isolated molecule of C8H9NS in a non-equilibrium geometry. The level of theory is ωB97M-V with the def2-TZVPD basis set.

```
! wB97M-V def2-TZVPD RIJCOSX def2/J DEFGRID3
* xyz 0 1
C -1.11 -0.16 -3.13
C -1.39 -0.28 -1.69
C -2.56 0.24 -1.12
C -2.59 0.26 0.22
S -1.09 -0.41 0.89
C -0.51 -0.63 -0.74
C 1.15 -1.00 -0.90
C 1.30 -2.42 -1.51
C 1.66 -1.19 0.43
N 1.99 -1.23 1.53
H -1.92 -0.60 -3.66
H -1.08 0.89 -3.29
H -0.03 -0.61 -3.21
H -3.41 0.59 -1.68
H -3.34 0.87 0.84
H 1.72 -0.15 -1.39
H 0.56 -2.95 -1.02
H 2.25 -2.83 -1.42
H 0.83 -2.31 -2.50
*
```

Calculated values
Energy relative to the best compared isomer or geometry (same formula, charge and spin), kJ/mol: 30.9
LUMO, Ha: 0.0283
HOMO-LUMO gap, eV: 9.769
SMILES: Cc1ccsc1[C@H](C)C#N
E, hartree: -763.11206


[4]
This record from the OMol25 dataset describes C36H24BrClMoN5O2 as an isolated structure in a non-equilibrium geometry. The level of theory is ωB97M-V with the def2-TZVPD basis set.

```
! wB97M-V def2-TZVPD RIJCOSX def2/J DEFGRID3
* xyz 1 1
Mo 0.14 0.42 -0.03
C 1.01 2.04 -1.28
C 1.80 1.98 -0.11
C 2.65 0.86 -0.24
C 2.41 0.25 -1.49
C 1.38 0.93 -2.12
H 0.35 2.85 -1.54
H 1.80 2.70 0.69
H 3.36 0.52 0.50
H 2.87 -0.67 -1.83
H 0.94 0.70 -3.07
Cl 5.75 -3.31 2.82
C 4.32 -2.76 2.02
C 3.98 -3.30 0.77
C 2.84 -2.89 0.12
C 2.01 -1.88 0.65
O 0.97 -1.50 -0.04
C 2.37 -1.36 1.92
C 1.43 -0.54 2.62
N 0.45 0.10 2.06
C -0.74 0.24 2.83
C -0.87 0.76 4.09
C -2.11 0.66 4.75
C -3.18 0.04 4.18
C -3.07 -0.49 2.87
C -4.10 -1.18 2.19
C -3.88 -1.66 0.93
C -2.65 -1.40 0.30
N -1.68 -0.75 0.89
C -1.85 -0.34 2.18
C 3.51 -1.82 2.60
H 4.61 -4.06 0.33
H 2.56 -3.32 -0.84
H 1.45 -0.59 3.71
H -0.02 1.22 4.58
H -2.20 1.08 5.75
H -4.12 -0.06 4.71
H -5.05 -1.33 2.69
H -4.65 -2.20 0.39
H -2.48 -1.72 -0.71
H 3.75 -1.44 3.58
Br -2.22 9.52 -2.21
C -3.28 7.97 -2.37
C -2.75 6.85 -3.00
C -3.52 5.70 -3.11
C -4.81 5.68 -2.58
C -5.35 6.82 -2.00
C -4.57 7.96 -1.87
N -5.67 4.55 -2.75
N -5.35 3.42 -2.36
C -4.16 3.18 -1.59
C -3.84 3.85 -0.44
C -2.75 3.48 0.36
C -1.97 2.40 0.02
O -0.91 1.99 0.71
C -2.29 1.70 -1.17
N -1.46 0.67 -1.50
C -1.70 -0.04 -2.58
C -2.80 0.22 -3.41
C -3.64 1.26 -3.11
C -3.39 2.05 -1.97
H -1.76 6.88 -3.42
H -3.12 4.83 -3.60
H -6.37 6.80 -1.65
H -4.97 8.85 -1.40
H -4.44 4.70 -0.14
H -2.53 4.03 1.27
H -1.02 -0.85 -2.80
H -2.97 -0.41 -4.28
H -4.50 1.49 -3.73
*
```

Calculated values
Energy relative to the best compared isomer or geometry (same formula, charge and spin), kJ/mol: 129.0
LUMO (alpha / beta), Ha: -0.1344 / -0.1342
HOMO-LUMO gap (alpha / beta), eV: 6.632 / 6.639
E, hartree: -4912.74409


[5]
This record from the OMol25 dataset describes C38H36CoF12N3O2 as an isolated structure in a non-equilibrium geometry. The level of theory is ωB97M-V with the def2-TZVPD basis set.

```
! wB97M-V def2-TZVPD RIJCOSX def2/J DEFGRID3
* xyz 0 5
Co -14.03 -9.54 9.94
C -14.76 -9.25 17.24
C -14.57 -9.60 15.79
C -15.62 -9.30 15.03
C -15.90 -9.50 13.59
C -15.22 -9.26 12.45
N -15.67 -9.43 11.17
C -16.93 -9.36 10.64
C -17.96 -8.62 11.24
C -19.30 -8.63 10.82
C -19.65 -9.44 9.74
C -21.05 -9.58 9.37
C -18.60 -10.11 9.04
C -17.26 -9.95 9.35
C -16.14 -10.35 8.32
O -14.93 -9.79 8.41
C -15.91 -11.84 8.38
F -15.09 -12.05 9.45
F -15.21 -12.30 7.31
F -17.01 -12.55 8.51
C -16.71 -9.99 6.86
F -17.01 -8.64 6.84
F -17.73 -10.67 6.42
F -15.69 -10.18 6.00
C -13.77 -8.88 12.49
C -13.37 -10.34 15.37
C -12.35 -10.87 12.01
O -12.67 -10.63 10.77
C -12.97 -12.32 12.35
F -14.31 -12.25 12.60
F -12.44 -12.94 13.48
F -12.80 -13.21 11.36
C -10.79 -11.14 12.13
F -10.40 -11.17 13.44
F -10.34 -12.26 11.51
F -10.15 -10.17 11.53
H -15.87 -9.08 17.32
H -14.23 -8.32 17.47
H -14.47 -10.00 17.97
H -16.52 -8.97 15.55
H -16.98 -9.84 13.41
H -17.68 -8.07 12.12
H -19.97 -8.10 11.50
H -21.68 -8.87 9.93
H -21.35 -10.59 9.72
H -21.34 -9.44 8.30
H -18.90 -10.67 8.15
H -12.87 -10.71 16.27
C -16.98 -3.93 12.55
C -17.12 -4.34 11.10
C -16.99 -3.05 10.20
C -18.54 -4.97 11.00
C -16.09 -5.34 10.71
C -16.09 -5.91 9.48
C -15.20 -6.90 9.13
N -14.29 -7.33 9.96
C -14.13 -6.75 11.18
C -15.02 -5.75 11.60
C -13.31 -7.66 12.09
C -12.02 -7.11 12.54
C -11.26 -7.47 13.63
C -11.77 -8.43 14.65
C -12.61 -9.50 14.36
N -12.91 -9.86 13.00
C -9.99 -6.75 13.94
C -10.00 -5.87 15.17
C -8.99 -7.81 14.22
C -9.40 -5.84 12.77
H -17.85 -3.46 12.99
H -16.23 -3.11 12.64
H -16.71 -4.79 13.20
H -17.67 -2.31 10.60
H -17.26 -3.27 9.22
H -15.92 -2.77 10.24
H -19.29 -4.34 10.63
H -18.95 -5.27 11.97
H -18.51 -5.94 10.51
H -16.92 -5.71 8.77
H -15.29 -7.38 8.15
H -14.78 -5.43 12.58
H -11.52 -6.32 12.07
H -11.59 -8.17 15.67
H -13.67 -11.23 14.82
H -10.51 -6.37 15.99
H -10.35 -4.89 15.00
H -9.01 -5.79 15.57
H -9.16 -8.41 15.09
H -7.97 -7.51 14.32
H -8.90 -8.69 13.49
H -10.06 -4.95 12.63
H -9.27 -6.40 11.82
H -8.42 -5.37 13.03
*
```

Calculated values
LUMO (alpha / beta), Ha: 0.0048 / -0.0795
HOMO-LUMO gap (alpha / beta), eV: 8.268 / 6.417
E, hartree: -4365.45273
<S²>: 6.066


[6]
This record from the OMol25 dataset describes C4H7NO2 as an isolated structure in a non-equilibrium geometry. The level of theory is ωB97M-V with the def2-TZVPD basis set.

```
! wB97M-V def2-TZVPD RIJCOSX def2/J DEFGRID3
* xyz 0 1
O -0.05 -0.82 2.13
C -0.65 0.06 1.21
C 0.20 0.10 -0.04
C 1.29 0.89 -0.14
N 0.33 -1.22 -0.60
C -1.23 0.43 -1.51
O -1.35 1.20 -2.34
H 0.29 -1.55 1.59
H -1.66 -0.27 0.95
H -0.72 1.04 1.69
H 1.57 1.56 0.65
H 1.95 0.85 -1.01
H 0.95 -1.21 -1.42
H -0.91 -1.07 -1.17
*
```

Calculated values
Energy relative to the best compared isomer or geometry (same formula, charge and spin), kJ/mol: 454.0
LUMO, Ha: -0.0107
HOMO-LUMO gap, eV: 9.029
E, hartree: -361.70794


Q: The lowest E belongs to which entry?
A: C36H24BrClMoN5O2


Q: The highest E belongs to which entry?
A: C4H7NO2